ORCA calculation (wB97M-V/def2-TZVPD) on C3H6N2S in the gas phase in a non-equilibrium geometry.

The geometry in ORCA input format:
```
! RIJCOSX wB97M-V def2-TZVPD def2/J DEFGRID3
* xyz 0 1
C -1.4870 0.1807 0.7505
C 0.1484 -0.5551 -0.3578
C 1.3582 -0.3843 0.5473
N -1.5271 1.3846 0.4356
N 0.0451 0.3508 -1.3927
S -0.6887 1.9477 -0.8723
H -2.0162 -0.3471 1.4347
H -0.1505 -1.5166 -0.5529
H 1.6748 0.5412 0.1347
H 2.1140 -1.1912 0.3665
H 0.9796 -0.2831 1.6448
H -0.4506 -0.1276 -2.1384
*
```

Computed properties:
Energy above the lowest of the compared OMol25 structures with the same formula, charge and spin in kJ/mol: 347.44
LUMO level in Ha: 0.0324
Frontier orbital gap in eV: 9.389
Total energy in a.u.: -625.4896
HOMO in Eh: -0.3126

---

ORCA calculation (wB97M-V/def2-TZVPD) on 4 unconnected molecules or ions with the total composition C3H6N2S in a non-equilibrium geometry.

The geometry in ORCA input format:
```
! RIJCOSX wB97M-V def2-TZVPD def2/J DEFGRID3
* xyz 0 1
C -2.3941 0.6886 -0.5378
C 1.8418 -0.2464 -0.1486
C 2.1146 -1.4646 -0.9559
N -3.1637 1.5807 -0.8053
N 1.6659 0.6562 0.4791
S -1.5755 -0.3665 0.2688
H -0.8066 1.3949 3.9023
H 1.6499 -2.3843 -0.4666
H 3.2702 -1.5010 -1.0976
H 1.8614 -1.2332 -2.0477
H -3.5025 1.8456 -1.6812
H -0.9614 1.0301 3.0906
*
```

Computed properties:
Energy above the lowest of the compared OMol25 structures with the same formula, charge and spin in kJ/mol: 277.50
LUMO level in Ha: 0.0200
Frontier orbital gap in eV: 10.015
Total energy in a.u.: -625.5163
HOMO in Eh: -0.3480

---

ORCA calculation (wB97M-V/def2-TZVPD) on a gas-phase ion, C3H6N2S (charge +2) in a non-equilibrium geometry.

The geometry in ORCA input format:
```
! RIJCOSX wB97M-V def2-TZVPD def2/J DEFGRID3
* xyz 2 1
C -3.1386 0.1022 -0.0730
C -1.0149 0.1012 -0.9378
C 0.3745 0.0936 -0.8102
N -2.1913 0.0871 0.7649
N 0.6334 -0.0661 0.7045
S -2.4822 -0.1713 -1.7802
H -4.1301 0.1813 0.1149
H 0.9465 1.0509 -1.1258
H 0.8282 -0.7097 -1.3459
H 0.0265 0.6982 1.1486
H 1.6072 -0.1526 0.8434
H 0.3274 -1.0020 0.9056
*
```

Computed properties:
Energy above the lowest of the compared OMol25 structures with the same formula, charge and spin in kJ/mol: 419.04
LUMO level (spin up / spin down) in Ha: -0.4312 / -0.4435
Frontier orbital gap (spin up / spin down) in eV: 8.255 / 7.750
Total energy in a.u.: -624.6981
HOMO (spin up / spin down) in Eh: -0.7346 / -0.7283

---

ORCA calculation (wB97M-V/def2-TZVPD) on C3H6N2S2 in the gas phase in a non-equilibrium geometry.

The geometry in ORCA input format:
```
! RIJCOSX wB97M-V def2-TZVPD def2/J DEFGRID3
* xyz 0 1
C 1.4976 -1.1738 0.9484
S -0.3045 -1.5151 0.7483
N -0.9349 -0.6822 -0.6043
C -0.6611 -1.1879 -1.7894
N -0.3184 -1.6672 -2.7752
S -1.9992 0.6675 -0.5010
C -0.9080 1.9940 0.1095
H 1.8195 -0.0651 1.1843
H 2.2203 -1.3971 0.1174
H 1.7320 -1.7440 1.8950
H -1.5451 2.7615 0.3434
H -0.1953 2.3614 -0.6709
H -0.4032 1.6478 0.9945
*
```

Computed properties:
Energy above the lowest of the compared OMol25 structures with the same formula, charge and spin in kJ/mol: 212.37
LUMO level in Ha: 0.0188
Frontier orbital gap in eV: 9.615
Structure (SMILES): CSN(C#N)SC
Total energy in a.u.: -1023.7220
HOMO in Eh: -0.3345